Entry 1:
A gas-phase ion, C4H10NO (charge +1). Source: OMol25; level of theory: ωB97M-V/def2-TZVPD.

E_LUMO   -0.27217 hartree
Energy relative to the best compared isomer or geometry (same formula, charge and spin)   96.03 kcal per mole
SMILES string   CC/[NH+]=C/CO
Largest force on an atom   0.06431 Eh/bohr
HOMO   -15.064 eV

ORCA input file:
```
! RIJCOSX wB97M-V def2-TZVPD def2/J DEFGRID3
* xyz 1 1
C 2.091 0.058 0.928
C 0.747 -0.672 1.038
N 0.079 -0.747 -0.283
C -0.334 0.367 -0.882
C -1.694 0.928 -0.730
O -2.614 -0.171 -0.718
H 2.336 0.461 1.905
H 2.003 0.925 0.282
H 2.919 -0.604 0.702
H 0.935 -1.653 1.456
H 0.069 -0.104 1.684
H -0.115 -1.678 -0.637
H 0.150 0.548 -1.850
H -1.948 1.371 0.236
H -2.036 1.565 -1.542
H -2.587 -0.595 -1.589
*
```

Quick look at the natural (NBO) charges, all values in e: -0.61 -0.23 -0.55 0.42 -0.21 -0.62 0.25 0.20 0.24 0.25 0.22 0.47 0.20 0.26 0.25 0.48

---

Entry 2:
A molecular structure, C4H10NO. Source: OMol25; level of theory: ωB97M-V/def2-TZVPD.

E_LUMO   -0.19939 hartree
Energy relative to the best compared isomer or geometry (same formula, charge and spin)   102.70 kcal per mole
Largest force on an atom   0.09581 Eh/bohr
HOMO   -15.458 eV

ORCA input file:
```
! RIJCOSX wB97M-V def2-TZVPD def2/J DEFGRID3
* xyz 1 1
C 1.014 -0.540 -0.983
C 2.193 0.112 -0.518
C -1.468 -0.689 -0.929
C -0.962 0.794 1.812
N -0.142 -0.354 -0.517
O 0.000 0.820 0.752
H 1.109 -0.966 -1.962
H 2.755 -0.612 0.065
H 1.906 0.947 0.143
H 2.803 0.474 -1.339
H -1.553 -1.042 -2.001
H -2.103 0.083 -0.773
H -1.753 -1.572 -0.236
H -2.069 0.944 1.551
H -0.636 1.666 2.453
H -1.096 -0.065 2.481
*
```

Quick look at the natural (NBO) charges, all values in e: 0.27 -0.70 -0.45 -0.31 0.00 -0.33 0.24 0.29 0.28 0.27 0.27 0.25 0.25 0.20 0.27 0.21

---

Entry 3:
A gas-phase ion, C4H10NO (charge +1). Source: OMol25; level of theory: ωB97M-V/def2-TZVPD.

E_LUMO   -0.18245 hartree
Energy relative to the best compared isomer or geometry (same formula, charge and spin)   32.42 kcal per mole
SMILES string   CC(C)(O)C=[NH2+]
Largest force on an atom   0.07274 Eh/bohr
HOMO   -15.479 eV

ORCA input file:
```
! RIJCOSX wB97M-V def2-TZVPD def2/J DEFGRID3
* xyz 1 1
C 0.111 -1.372 0.992
C 0.120 -0.085 0.209
C -0.551 1.118 0.919
O 1.476 0.294 -0.082
C -0.625 0.021 -1.051
N -0.020 0.494 -2.103
H 0.056 -2.230 0.262
H -0.665 -1.376 1.685
H 1.084 -1.492 1.513
H -0.047 1.438 1.865
H -1.442 0.733 1.201
H -0.575 2.025 0.243
H 1.962 -0.191 0.506
H -1.667 -0.361 -1.119
H 1.073 0.607 -1.972
H -0.289 0.378 -3.068
*
```

Quick look at the natural (NBO) charges, all values in e: -0.62 0.14 -0.61 -0.71 0.32 -0.63 0.24 0.24 0.24 0.27 0.21 0.24 0.49 0.26 0.47 0.45